A structure of composition C38H51AlN4O4PSi at a distorted geometry, computed with ωB97M-V/def2-TZVPD.

Cartesian coordinates (Å):
Al 0.736 0.707 0.034
C -1.629 4.462 3.870
C -0.434 5.038 3.457
C 0.409 4.356 2.609
C 0.072 3.069 2.155
C -1.130 2.492 2.583
C -1.966 3.188 3.433
N 0.904 2.428 1.252
N 2.128 2.781 1.331
C 2.934 2.334 0.342
C 4.288 2.696 0.357
C 5.068 2.359 -0.725
C 4.479 1.670 -1.786
C 3.150 1.311 -1.699
N 2.380 1.624 -0.659
H -2.290 4.997 4.536
H -0.162 6.027 3.797
H 1.330 4.794 2.258
H -1.345 1.469 2.321
H -2.885 2.730 3.770
H 4.671 3.236 1.207
H 6.111 2.630 -0.751
H 5.051 1.410 -2.662
H 2.668 0.759 -2.492
C 1.191 -0.980 -1.056
Si 0.251 -0.780 -2.692
C -0.353 1.047 -2.615
N -0.684 1.490 -1.252
C -0.830 2.958 -1.230
C -2.002 3.463 -2.068
C -3.304 2.848 -1.561
C -3.179 1.325 -1.554
C -1.943 0.892 -0.774
C 1.502 -0.931 -4.117
C 1.833 0.114 -4.976
C 2.731 -0.065 -6.014
C 3.318 -1.302 -6.217
C 3.007 -2.354 -5.371
C 2.111 -2.166 -4.335
C -1.137 -2.013 -3.047
C -1.514 -2.984 -2.124
C -2.430 -3.963 -2.465
C -2.990 -3.985 -3.731
C -2.646 -3.008 -4.651
C -1.722 -2.037 -4.314
H 2.234 -1.254 -1.232
H 0.746 -1.793 -0.483
H -1.193 1.214 -3.286
H 0.459 1.686 -2.964
H 0.109 3.400 -1.575
H -0.995 3.269 -0.195
H -1.862 3.223 -3.123
H -2.033 4.550 -1.988
H -4.133 3.152 -2.199
H -3.511 3.215 -0.553
H -3.154 0.944 -2.577
H -4.044 0.872 -1.073
H -1.835 -0.195 -0.772
H -2.067 1.204 0.268
H 1.371 1.082 -4.846
H 2.963 0.760 -6.673
H 4.006 -1.448 -7.037
H 3.457 -3.324 -5.529
H 1.865 -2.993 -3.685
H -1.105 -2.969 -1.127
H -2.696 -4.719 -1.742
H -3.693 -4.759 -4.001
H -3.087 -3.012 -5.636
H -1.439 -1.292 -5.044
C 1.830 -1.496 4.026
C 1.854 -2.403 2.803
C 2.893 -1.895 1.799
C 2.171 -3.847 3.197
O 0.567 -2.462 2.169
P -0.520 -1.336 1.951
O -1.529 -1.802 1.001
O 0.227 -0.038 1.467
O -1.039 -0.810 3.358
C -2.215 -1.314 4.013
C -2.080 -2.820 4.207
C -2.261 -0.571 5.348
C -3.453 -0.989 3.178
H 2.833 -1.412 4.440
H 1.170 -1.904 4.786
H 1.469 -0.509 3.746
H 3.855 -1.775 2.292
H 2.580 -0.931 1.394
H 3.007 -2.602 0.981
H 3.133 -3.897 3.700
H 2.200 -4.478 2.312
H 1.399 -4.229 3.860
H -1.193 -3.060 4.791
H -1.993 -3.287 3.229
H -2.953 -3.215 4.722
H -1.374 -0.793 5.935
H -3.142 -0.860 5.913
H -2.288 0.501 5.171
H -3.448 -1.582 2.268
H -3.455 0.064 2.900
H -4.357 -1.198 3.744

Values from the calculation:
- calculated total energy (eV) = -78150.434
- E_HOMO (eV) = -10.88
- molecular weight (g/mol) = 713.9
- total charge = +1
- LUMO energy (eV) = -5.0
- HOMO-LUMO gap (eV) = 5.887

Here are the Löwdin charges for atoms 1 to 5, given in e: atom 1 (Al): 0.093, atom 2 (C): -0.043, atom 3 (C): -0.053, atom 4 (C): 0.002, atom 5 (C): -0.232